The following is a quantum chemistry calculation of the molecule C5H8N2O, from OMol25.

Last column: natural (NBO) charge in e.
Atoms and positions in Å:
H -3.170 0.178 0.412  0.24
H 1.187 -1.594 -0.905  0.20
N 2.345 0.938 -0.106  -0.07
C 1.104 1.164 -0.069  -0.04
C -0.994 -0.379 -0.914  -0.41
N -0.766 -0.155 1.077  -0.63
H 1.300 -1.684 1.055  0.22
H -1.157 0.141 -1.833  0.21
C 1.411 -1.092 0.110  -0.12
H -1.543 1.537 -0.027  0.14
H -0.271 0.344 1.986  0.35
C 0.236 -0.067 0.078  0.04
O 2.695 -0.424 0.176  -0.37
C -1.891 0.319 0.209  -0.21
H 0.877 2.186 -0.162  0.22
H -1.362 -1.413 -1.087  0.23

The value obtained for the total energy is -10336.6699 eV. As for the spin multiplicity: 1. The energy above the lowest of the compared OMol25 structures with the same formula, charge and spin comes out at 139.66 kcal/mol. As for the HOMO energy: -9.25 eV. Its SMILES is C1=NOC[C@]12CCN2.

The following is a quantum chemistry calculation of a structure of composition C5H8N2O, from OMol25.

Last column: natural (NBO) charge in e.
Atoms and positions in Å:
C 1.260 0.121 0.375  0.47
H -0.298 1.987 -0.092  0.41
H 3.370 -0.026 0.375  0.24
C -0.369 -1.122 0.321  0.34
H -0.324 -2.971 0.695  0.49
H 2.671 0.899 -0.975  0.24
H -2.454 0.645 -1.500  0.21
N 0.903 -0.960 0.935  -0.47
N -0.027 1.012 -0.138  -0.64
C -0.984 0.050 -0.065  0.03
O -0.826 -2.380 0.117  -0.68
C 2.594 0.678 0.093  -0.68
H 2.724 1.620 0.640  0.23
H -2.922 -0.720 -0.471  0.24
C -2.403 0.235 -0.489  -0.64
H -2.914 0.932 0.180  0.21

The value obtained for the total energy is -10340.6561 eV. As for the spin multiplicity: 1. The energy above the lowest of the compared OMol25 structures with the same formula, charge and spin comes out at 47.74 kcal/mol. As for the HOMO energy: -6.97 eV.

The following is a quantum chemistry calculation of the molecule C5H8N2O, from OMol25.

Last column: natural (NBO) charge in e.
Atoms and positions in Å:
H 0.496 2.740 -0.256  0.33
H -2.674 -0.007 1.396  0.21
C 1.249 -1.368 -0.258  -0.08
O 2.407 -0.345 0.063  -0.42
C 0.144 -0.504 -0.418  -0.23
H 2.854 1.677 0.089  0.41
C -1.138 -0.895 -0.142  -0.05
N 1.887 0.934 0.387  -0.34
H -1.597 -1.955 0.468  0.22
H -1.726 1.138 0.155  0.28
N -0.195 2.011 -0.413  -0.69
H 1.143 -2.078 0.726  0.20
C -2.254 0.104 0.174  -0.69
H 1.600 -2.274 -1.136  0.22
C 0.619 0.967 -0.190  0.41
H -2.815 -0.145 -0.644  0.22

The value obtained for the total energy is -10334.7138 eV. As for the spin multiplicity: 1. The energy above the lowest of the compared OMol25 structures with the same formula, charge and spin comes out at 184.77 kcal/mol. As for the HOMO energy: -8.78 eV. Its SMILES is [H]/N=C1\NOC\C1=C\C.

The following is a quantum chemistry calculation of the molecule C5H8N2O, from OMol25.

Last column: natural (NBO) charge in e.
Atoms and positions in Å:
C 0.062 -0.413 -0.580  0.22
O -0.695 0.574 -1.298  -0.52
N -0.514 0.330 1.537  -0.44
C -0.043 -1.909 -0.183  -0.36
C -0.720 -0.746 0.646  -0.14
H 1.963 0.283 -1.273  0.23
H 1.273 1.223 0.019  0.21
H 0.801 -2.430 0.304  0.24
H 2.084 -0.293 0.251  0.20
H -1.678 -0.655 0.183  0.20
N -0.954 1.583 0.826  -0.33
C -1.056 1.651 -0.372  0.33
C 1.397 0.250 -0.419  -0.64
H -0.690 -2.531 -0.708  0.23
H -1.533 2.584 -0.865  0.21
H 0.305 0.499 1.931  0.36

The value obtained for the total energy is -10336.7087 eV. As for the spin multiplicity: 1. The energy above the lowest of the compared OMol25 structures with the same formula, charge and spin comes out at 138.76 kcal/mol. As for the HOMO energy: -8.31 eV. Its SMILES is C[C@@]12C[C@H]1NN=CO2.

The following is a quantum chemistry calculation of the molecule C5H8N2O, from OMol25.

Last column: natural (NBO) charge in e.
Atoms and positions in Å:
H -0.644 0.433 1.267  0.20
C -2.344 -0.526 0.018  -0.41
H 2.541 -0.484 1.360  0.24
H -0.370 2.108 0.548  0.35
H -1.037 -0.222 -1.625  0.18
H 3.233 -1.012 -0.542  0.22
C 1.017 -0.188 -0.239  0.47
N 0.851 1.105 -0.472  -0.34
H -2.505 -0.892 1.062  0.24
H -3.314 -0.522 -0.671  0.26
C 2.396 -0.401 0.174  -0.68
C -1.298 0.474 0.412  -0.16
N -0.557 1.573 -0.349  -0.44
O 0.201 -1.234 -0.298  -0.45
C -1.054 -0.726 -0.510  0.06
H 2.883 0.513 -0.135  0.26

The value obtained for the total energy is -10335.3225 eV. As for the spin multiplicity: 1. The energy above the lowest of the compared OMol25 structures with the same formula, charge and spin comes out at 170.73 kcal/mol. As for the HOMO energy: -8.81 eV. Its SMILES is CC1=NN[C@H]2C[C@@H]2O1.

The following is a quantum chemistry calculation of a structure of composition C5H8N2O, from OMol25.

Last column: natural (NBO) charge in e.
Atoms and positions in Å:
H -2.611 -0.142 1.445  0.24
H -1.197 -0.268 -2.114  0.23
H 2.330 0.796 0.354  0.34
H -2.640 -1.231 -0.466  0.24
H 1.057 1.907 -1.100  0.22
N 1.586 -0.395 -0.143  -0.56
C 0.569 -0.349 0.827  0.33
N 0.896 -0.336 1.979  -0.56
O -0.834 1.093 -0.491  -0.46
C 1.133 0.504 -1.387  -0.28
H -1.558 -1.708 0.990  0.22
C -0.401 0.113 -1.365  0.00
H 2.043 0.068 -2.299  0.25
C -0.634 -0.038 0.071  0.14
H -0.127 -0.044 2.404  0.32
C -2.000 -0.731 0.499  -0.67

The value obtained for the total energy is -10333.0044 eV. As for the spin multiplicity: 1. The energy above the lowest of the compared OMol25 structures with the same formula, charge and spin comes out at 224.19 kcal/mol. As for the HOMO energy: -9.36 eV.

The following is a quantum chemistry calculation of a cluster of 2 separate species, C5H8N2O in total, from OMol25.

Last column: natural (NBO) charge in e.
Atoms and positions in Å:
C 1.760 -0.181 -0.691  0.40
H 1.794 2.413 -2.675  0.17
H -0.442 -2.119 0.116  0.25
C -0.870 -0.079 0.428  0.63
N 1.859 0.654 -1.714  -0.47
H -1.210 -0.272 2.545  0.23
C 1.290 1.741 -1.992  0.08
C -1.321 -1.475 0.097  -0.73
H -1.774 -1.511 -0.891  0.23
H 0.463 -0.418 2.024  0.26
H -0.290 1.183 2.068  0.23
O -1.044 0.857 -0.344  -0.60
H 0.294 2.016 -1.651  0.20
C -0.465 0.130 1.863  -0.73
H -2.032 -1.844 0.833  0.23
N 1.986 -1.094 -0.017  -0.38

The value obtained for the total energy is -10340.5578 eV. As for the spin multiplicity: 1. The energy above the lowest of the compared OMol25 structures with the same formula, charge and spin comes out at 50.00 kcal/mol. As for the HOMO energy: -9.86 eV. Its SMILES is CC(C)=O.C=NC#N.

The following is a quantum chemistry calculation of the molecule C5H8N2O, from OMol25.

Last column: natural (NBO) charge in e.
Atoms and positions in Å:
N 0.792 -1.426 -0.346  -0.12
C 1.929 -0.844 -0.085  0.02
H -1.715 -1.460 1.013  0.21
H 0.768 1.252 -0.979  0.39
C 1.847 0.546 0.602  -0.28
O -0.195 -0.635 -0.078  -0.41
H 2.795 -1.343 -0.174  0.19
H -1.853 -1.768 -0.994  0.22
N 1.731 1.473 -0.503  -0.89
H 2.605 1.715 -1.111  0.39
H 0.837 0.487 1.323  0.22
H -4.688 1.179 0.274  0.28
C -2.526 0.168 -0.042  -0.08
C -1.542 -0.954 -0.079  -0.12
C -3.526 0.827 -0.091  -0.22
H 2.741 0.784 1.270  0.20

The value obtained for the total energy is -10334.9357 eV. As for the spin multiplicity: 1. The energy above the lowest of the compared OMol25 structures with the same formula, charge and spin comes out at 179.65 kcal/mol. As for the HOMO energy: -8.37 eV. Its SMILES is C#CCO/N=C\CN.

The following is a quantum chemistry calculation of the molecule C5H8N2O, from OMol25.

Last column: natural (NBO) charge in e.
Atoms and positions in Å:
C -0.761 -0.668 -2.044  0.37
H -0.150 -1.835 1.384  0.26
N -0.671 0.636 -1.748  -0.64
N 0.218 1.261 1.807  -0.85
H -0.581 -0.290 -3.865  0.45
C 0.953 -1.477 1.505  -0.77
C -0.426 1.178 -0.499  0.05
H -1.093 1.298 -2.438  0.38
H 1.682 -2.223 1.378  0.22
C 0.277 0.642 0.516  -0.07
C 1.082 -0.533 0.288  0.10
H 0.874 -1.006 2.500  0.21
H -1.219 1.952 -0.196  0.19
H 1.092 1.071 2.342  0.37
O -0.663 -0.994 -3.291  -0.64
H -0.614 0.988 2.361  0.38

The value obtained for the total energy is -10336.0341 eV. As for the spin multiplicity: 1. The energy above the lowest of the compared OMol25 structures with the same formula, charge and spin comes out at 154.32 kcal/mol. As for the HOMO energy (alpha / beta): -7.87 / -7.87 eV.

The following is a quantum chemistry calculation of a structure of composition C5H8N2O2, from OMol25.

Last column: natural (NBO) charge in e.
Atoms and positions in Å:
N 3.197 -0.465 -0.109  0.47
H 1.515 2.313 -0.423  0.20
N 0.596 -0.673 1.754  -0.63
C 2.338 1.759 -0.411  -0.37
C 0.464 -0.299 0.606  0.47
C -1.925 -0.597 -0.044  -0.63
H -0.049 -1.209 2.223  0.37
C 2.220 0.523 -0.032  0.04
O 2.852 -1.615 -0.352  -0.39
H 0.014 -0.358 -1.320  0.26
C -0.512 -0.027 -0.445  -0.53
O 4.344 -0.134 0.076  -0.37
H 3.143 2.071 -0.976  0.21
H -1.873 -1.690 0.385  0.21
H -2.509 -0.810 -0.916  0.23
H -0.687 1.145 -0.588  0.25
H -2.429 -0.022 0.801  0.23

The value obtained for the total energy is -12383.0847 eV. As for the spin multiplicity: 1. The energy above the lowest of the compared OMol25 structures with the same formula, charge and spin comes out at 181.04 kcal/mol. As for the HOMO energy: -9.32 eV.